Entry 1:
ORCA calculation (ωB97M-V/def2-TZVPD) on a structure of composition C8H5BF3O10Sn at a distorted geometry.

Summary:
HOMO level (alpha / beta) = -16.776 / -16.768 eV
Charge = +2
Lowest unoccupied orbital energy (alpha / beta) = -0.435 / -0.435 Eh
Multiplicity = 2
<S²> = 0.760

Last column: Mulliken charge in e.
Element x y z (Å)
Sn (1.15991, -3.80510, -1.76471)  1.79
O (5.44139, 2.83645, 1.91752)  -0.26
C (4.36768, 2.27934, 2.17738)  0.62
O (3.38379, 2.05944, 1.36139)  -0.30
B (2.47002, 1.10333, 1.96099)  0.71
O (2.89295, 1.07404, 3.34678)  -0.29
C (4.02265, 1.65831, 3.53504)  0.74
O (4.67532, 1.56813, 4.56398)  -0.32
O (2.51932, -0.16906, 1.19731)  -0.51
C (1.45178, -0.25075, 0.40195)  0.45
O (1.22726, -1.15534, -0.40451)  -0.48
C (0.45600, 0.83548, 0.85129)  0.68
O (1.06355, 1.52134, 1.84679)  -0.42
O (-0.68343, 1.04040, 0.43582)  -0.52
C (-3.65660, -0.98376, 0.52862)  -1.34
C (-2.46484, -1.40303, -0.38638)  0.26
O (-2.49153, -0.58618, -1.56300)  -0.16
C (-1.69688, -0.91854, -2.70861)  0.36
O (-0.93024, -1.91046, -2.78068)  -0.53
C (-1.79963, 0.13662, -3.86984)  0.84
F (-0.96844, 1.04944, -3.58885)  -0.20
F (-1.54531, -0.40320, -5.03703)  -0.22
F (-3.00380, 0.70741, -3.87063)  -0.21
H (-3.66617, 0.08977, 0.71711)  0.34
H (-3.59830, -1.53160, 1.46914)  0.41
H (-4.62022, -1.26736, 0.10541)  0.37
H (-2.43947, -2.47246, -0.59563)  0.28
H (-1.56664, -1.10279, 0.15324)  -0.10



Entry 2:
ORCA calculation (ωB97M-V/def2-TZVPD) on an isolated molecule of C8H5F2NO at a distorted geometry.

Summary:
ΔE to the lowest compared entry with this formula, charge and spin = 116.3 kJ/mol
HOMO level = -9.089 eV
Charge = 0
Lowest unoccupied orbital energy = 0.017 Eh

Last column: Mulliken charge in e.
Element x y z (Å)
C (1.56846, 0.54105, 1.46327)  -0.28
C (0.74615, 1.67656, 1.61773)  -0.61
C (1.44658, -0.39764, 0.55262)  -0.76
C (-0.31191, 1.71935, 0.77054)  -0.37
C (0.38305, -0.36009, -0.34448)  0.73
C (-0.52475, 0.70863, -0.24610)  0.57
C (0.15394, -1.32391, -1.45374)  -0.35
C (-1.92596, -1.46106, -1.15301)  0.42
N (-2.51474, -0.38776, -0.92379)  -0.37
O (-1.76301, 0.71521, -0.76587)  -0.23
F (-2.38512, -2.64231, -1.11691)  -0.21
F (0.25106, -0.73447, -2.69690)  -0.24
H (2.50983, 0.58851, 2.05028)  0.28
H (0.80950, 2.47713, 2.38472)  0.34
H (2.30360, -0.97759, 0.48454)  0.40
H (-1.20878, 2.32711, 0.87385)  0.35
H (0.46209, -2.46872, -1.49674)  0.34



Entry 3:
ORCA calculation (ωB97M-V/def2-TZVPD) on a structure of composition C8H5F2NO3 at a distorted geometry.

Summary:
ΔE to the lowest compared entry with this formula, charge and spin = 0.0 kJ/mol
HOMO level = -10.067 eV
Charge = 0
Lowest unoccupied orbital energy = -0.026 Eh

Last column: Mulliken charge in e.
Element x y z (Å)
C (2.20608, 2.01435, -0.36919)  -0.22
C (1.72456, 1.54030, 0.92158)  -0.69
C (1.75677, 1.55541, -1.53228)  -0.41
C (0.71350, 0.60505, 0.88220)  -0.37
C (0.73026, 0.61035, -1.63888)  -0.54
C (0.36591, 0.10285, -0.35834)  0.52
C (-0.75150, -0.83066, -0.54692)  0.59
C (-1.60465, -1.48297, 1.04751)  0.48
N (-2.85497, -2.05040, 0.59493)  0.86
O (-2.71711, -2.99275, -0.20436)  -0.47
O (-1.22756, -1.35466, -1.49911)  -0.48
O (-3.95275, -1.50246, 0.92767)  -0.56
F (-0.89172, -2.48025, 1.48566)  -0.25
F (-1.75553, -0.50496, 1.98355)  -0.27
H (3.10694, 2.73143, -0.24336)  0.25
H (2.24624, 1.77615, 1.81983)  0.41
H (2.29445, 1.89208, -2.41022)  0.34
H (0.20175, 0.25008, 1.75829)  0.48
H (0.40936, 0.12107, -2.61855)  0.32



> The highest charge belongs to which entry?

C8H5BF3O10Sn



> charge of number 1 (C8H5BF3O10Sn)?

+2



> Which formula does entry 3 have?

C8H5F2NO3



> Look up the charge of the third one.

0